{"formula": "C42H74F4N2O18", "method": "ωB97M-V/def2-TZVPD", "species": ["C", "C", "C", "C", "C", "C", "C", "C", "C", "N", "O", "H", "H", "H", "H", "H", "H", "H", "H", "H", "H", "H", "H", "H", "H", "H", "H", "H", "H", "H", "C", "C", "C", "C", "C", "C", "C", "C", "C", "N", "O", "H", "H", "H", "H", "H", "H", "H", "H", "H", "H", "H", "H", "H", "H", "H", "H", "H", "H", "H", "O", "C", "O", "C", "C", "F", "O", "H", "H", "H", "O", "C", "O", "C", "C", "F", "O", "H", "H", "H", "O", "C", "O", "C", "C", "F", "O", "H", "H", "H", "O", "C", "O", "C", "C", "F", "O", "H", "H", "H", "C", "C", "C", "O", "H", "H", "H", "H", "H", "H", "C", "C", "C", "O", "H", "H", "H", "H", "H", "H", "C", "C", "C", "O", "H", "H", "H", "H", "H", "H", "C", "C", "C", "O", "H", "H", "H", "H", "H", "H"], "xyz": [[1.198, 4.203, -2.195], [-0.309, 4.518, -2.328], [-0.962, 3.778, -1.127], [-0.272, 6.058, -1.917], [-1.687, 6.651, -2.074], [-2.044, 6.477, -3.553], [-2.097, 5.047, -4.137], [-3.326, 4.278, -3.843], [-1.966, 5.191, -5.679], [-0.838, 4.351, -3.692], [-0.710, 3.092, -4.331], [1.529, 4.616, -1.242], [1.407, 3.134, -2.133], [1.698, 4.763, -2.985], [-2.040, 3.891, -1.010], [-0.849, 2.695, -1.172], [-0.547, 4.261, -0.242], [-0.170, 6.148, -0.835], [0.461, 6.696, -2.409], [-2.344, 6.085, -1.414], [-1.676, 7.707, -1.803], [-1.464, 7.206, -4.119], [-3.060, 6.872, -3.580], [-3.351, 3.325, -4.372], [-4.196, 4.839, -4.183], [-3.399, 4.085, -2.772], [-1.842, 4.213, -6.144], [-1.166, 5.807, -6.090], [-2.841, 5.566, -6.209], [0.085, 3.213, -4.855], [-4.094, -3.515, -0.086], [-3.660, -2.831, 1.270], [-2.491, -1.897, 1.144], [-4.971, -2.006, 1.627], [-6.111, -2.783, 2.188], [-5.671, -3.675, 3.338], [-4.471, -4.586, 3.116], [-3.927, -4.919, 4.518], [-4.775, -5.858, 2.224], [-3.382, -3.845, 2.404], [-2.087, -4.512, 2.354], [-5.009, -4.104, -0.025], [-4.304, -2.780, -0.863], [-3.392, -4.345, -0.164], [-1.662, -2.348, 0.600], [-2.739, -1.012, 0.559], [-2.278, -1.389, 2.085], [-4.593, -1.244, 2.309], [-5.515, -1.595, 0.777], [-6.857, -2.012, 2.380], [-6.604, -3.404, 1.440], [-6.641, -4.095, 3.602], [-5.406, -2.998, 4.151], [-3.210, -5.738, 4.459], [-4.652, -5.339, 5.214], [-3.374, -4.181, 5.100], [-3.965, -6.179, 1.569], [-5.622, -5.569, 1.603], [-5.141, -6.739, 2.751], [-2.268, -5.170, 1.679], [-1.637, 1.196, 1.516], [-2.696, 1.529, 2.066], [-3.845, 1.642, 1.380], [-4.842, 2.294, 2.224], [-4.254, 2.234, 3.564], [-4.834, 1.215, 4.122], [-2.883, 2.034, 3.388], [-4.691, 3.270, 1.763], [-5.844, 2.002, 1.911], [-4.506, 3.126, 4.138], [2.671, 0.107, 6.619], [2.696, 1.034, 5.774], [3.453, 2.180, 5.854], [3.146, 3.016, 4.689], [2.525, 1.993, 3.786], [3.384, 1.553, 2.903], [2.084, 0.970, 4.654], [2.388, 3.705, 5.061], [4.027, 3.470, 4.236], [1.642, 2.350, 3.256], [4.523, 0.347, -3.342], [4.564, -0.838, -3.148], [5.172, -1.340, -2.116], [4.929, -2.784, -2.011], [4.645, -2.990, -3.535], [3.881, -4.098, -3.759], [4.018, -1.836, -3.926], [5.772, -3.266, -1.514], [3.970, -2.857, -1.499], [5.591, -3.069, -4.070], [1.116, -2.522, -2.458], [0.422, -1.552, -2.810], [0.723, -0.746, -3.867], [0.040, 0.429, -3.741], [-1.176, -0.030, -3.042], [-2.027, -0.414, -3.956], [-0.739, -1.133, -2.296], [0.560, 1.117, -3.075], [-0.049, 0.859, -4.739], [-1.583, 0.743, -2.391], [0.703, -5.070, 0.347], [2.103, -5.035, -0.205], [2.447, -5.576, -1.521], [3.043, -4.672, 0.506], [0.209, -4.100, 0.303], [0.589, -5.383, 1.385], [0.037, -5.774, -0.151], [2.217, -4.852, -2.303], [1.884, -6.499, -1.661], [3.526, -5.672, -1.643], [5.948, 2.978, -3.033], [6.460, 4.043, -2.074], [7.331, 3.519, -0.924], [6.068, 5.244, -2.187], [4.906, 3.102, -3.328], [5.831, 2.045, -2.482], [6.666, 2.833, -3.840], [8.270, 3.081, -1.262], [6.744, 2.751, -0.419], [7.393, 4.400, -0.285], [2.511, -4.737, 3.956], [3.393, -3.642, 4.568], [3.317, -2.247, 3.825], [4.174, -3.933, 5.560], [3.113, -5.167, 3.155], [1.546, -4.465, 3.528], [2.313, -5.477, 4.731], [3.184, -2.474, 2.768], [4.146, -1.588, 4.086], [2.386, -1.761, 4.117], [1.085, -0.414, 0.906], [2.497, -0.310, 0.435], [2.965, 0.880, -0.530], [3.284, -1.279, 0.705], [0.570, 0.341, 0.311], [0.889, -0.041, 1.911], [0.667, -1.394, 0.678], [2.315, 0.584, -1.354], [4.036, 0.858, -0.731], [2.545, 1.866, -0.330]], "forces_ev_per_angstrom": [[-0.58, -0.09, -0.34], [0.91, 0.73, 1.31], [-0.85, 0.21, -0.55], [-2.41, -0.11, 0.34], [1.39, -0.90, -1.15], [-1.79, 0.66, 0.99], [2.75, 0.92, -1.17], [-0.96, -0.35, 0.52], [-0.24, -0.47, -0.82], [-0.08, 1.68, -0.06], [-0.02, -0.02, 1.19], [0.04, 0.02, -0.02], [0.22, -0.04, -0.56], [0.42, -0.51, -0.09], [-0.18, 0.33, -0.33], [0.57, -0.01, 0.21], [0.22, -0.73, 0.21], [1.01, -0.44, 0.02], [0.12, -0.43, -0.26], [-0.28, 0.21, -0.03], [-0.25, -0.02, 0.03], [0.35, -0.51, -0.29], [-0.34, -0.03, -0.64], [0.21, -0.04, 0.05], [-0.12, 0.02, 0.16], [-0.26, -0.03, 0.03], [0.11, -0.19, 0.21], [0.36, 0.10, 0.72], [-0.49, 0.23, 0.59], [0.15, -0.04, -0.21], [0.60, -0.81, 1.61], [-2.70, -1.28, -0.02], [-0.20, 0.71, -0.67], [1.38, -0.42, 0.01], [0.57, -0.59, 0.06], [-1.20, 1.69, -0.03], [1.50, -0.86, -0.66], [0.65, -1.69, 0.40], [-1.17, 0.59, 0.72], [-0.26, 2.51, 0.10], [-2.23, 0.81, -0.30], [-0.40, 0.39, 0.62], [0.97, -0.26, -0.34], [0.62, 0.38, -1.47], [0.33, -0.04, 0.62], [-0.48, -0.17, -0.59], [0.60, -0.81, 0.32], [-0.61, 0.36, 0.21], [1.30, 0.75, -0.66], [-0.30, -0.32, 0.92], [0.23, -0.09, -0.41], [0.54, -1.21, 0.63], [0.11, -0.04, 0.22], [0.20, -0.09, -0.33], [-0.64, 0.19, -0.29], [-0.30, 0.71, -0.66], [0.13, 0.16, 0.19], [0.09, -0.07, -0.37], [0.21, 0.03, 0.38], [0.50, -0.58, -0.28], [-3.23, 1.05, 2.74], [2.29, 0.27, -1.76], [0.30, -1.37, 0.87], [1.34, 2.04, -4.19], [-0.42, 1.78, -0.53], [-0.81, -3.08, 2.52], [0.41, -0.82, -1.62], [-0.70, 0.78, 0.74], [0.17, -0.64, 0.94], [0.72, 0.10, 0.25], [0.08, 3.94, -2.75], [2.36, -3.16, 5.36], [-0.06, -0.21, -0.13], [-0.46, -0.98, 1.52], [-2.28, 1.24, 0.40], [1.54, -1.23, -1.36], [-1.38, -0.01, -3.05], [0.26, 0.43, -0.41], [-0.05, -0.03, 0.41], [-0.07, 0.00, -0.05], [-0.56, -0.99, -0.67], [-0.61, 1.25, -0.61], [1.13, -1.03, 1.71], [-1.20, 1.40, -1.44], [1.42, -1.86, 1.58], [0.11, 0.64, -0.24], [-0.37, 1.47, -0.14], [-0.24, 0.01, -0.36], [0.22, -0.49, 0.45], [-0.02, -0.42, -0.36], [-2.63, 3.27, -0.78], [2.76, -2.80, -0.47], [2.23, -2.59, 0.48], [0.59, 1.68, 0.00], [0.35, 1.85, 0.89], [-2.47, -1.11, -1.34], [-0.12, -0.37, 0.97], [0.36, 0.23, -0.15], [-0.54, 0.00, 0.38], [-0.39, -0.36, 0.17], [-1.16, -0.23, 0.00], [1.89, 0.18, 2.33], [-0.24, 0.07, -1.26], [-1.20, 0.13, -0.32], [0.20, 0.19, -0.21], [0.86, 0.21, 0.19], [0.15, 0.06, -0.62], [-0.69, -0.09, -0.08], [0.21, -0.07, -0.44], [-0.11, -0.47, 0.45], [-0.18, -0.29, 1.11], [-1.83, 2.47, -0.88], [-1.14, 1.30, -0.50], [1.67, -3.77, 0.77], [0.32, 0.78, -0.61], [0.67, -0.18, -0.05], [-0.29, -0.01, -0.19], [0.00, 0.23, 0.07], [0.09, -0.10, 0.03], [0.75, -0.30, 0.29], [0.39, 0.03, 0.80], [2.30, -0.16, 2.74], [-0.10, -1.76, 1.16], [-3.38, 1.58, -4.42], [-0.04, -0.16, -0.08], [0.20, 0.61, -0.01], [0.23, -0.13, -0.10], [0.48, 0.22, -0.10], [0.03, -0.22, -0.23], [-0.11, -0.03, 0.27], [-0.45, 1.50, -1.17], [3.97, -2.65, 0.99], [-1.54, -1.80, 1.28], [-2.34, 3.66, -1.35], [-0.65, -0.13, -0.18], [0.38, -0.55, 0.25], [0.13, 0.03, 0.41], [0.57, -0.06, -0.95], [-0.37, -0.07, -0.10], [0.30, 0.03, 0.71]], "multiplicity": 1, "homo_ev": -8.23, "total_energy_ev": -95451.435, "lumo_ev": -0.104, "orbital_gap_ev": 8.13}